Formula: C20H38GaN4O4
Source: the Open Molecules 2025 dataset
Level of theory: ωB97M-V/def2-TZVPD

Each line ends with the Mulliken charge.
Atoms and positions in Å:
C 4.59803 2.56510 -0.36045  -1.191
C 3.38692 1.60635 -0.47317  -0.146
C 2.88571 1.55300 -1.93360  -0.798
Ga 1.64275 -0.07622 -2.18761  -0.154
C 1.49115 -0.34458 -4.23170  -1.201
C 2.53275 -1.77566 -1.42902  -0.831
C 1.64329 -2.78758 -0.77851  -0.077
O 0.43448 -2.72164 -0.65573  -0.436
C -0.18619 0.36819 -1.39227  0.185
C -1.27528 0.69318 -2.19159  -0.203
C -2.47679 0.94255 -1.59694  -0.402
N -2.73474 0.90295 -0.29570  -0.618
C -1.67538 0.61996 0.44540  -0.519
C -0.41616 0.34191 -0.03257  0.200
H 4.89944 2.67683 0.68563  0.300
H 4.29982 3.52324 -0.77603  0.295
H 5.38949 2.16422 -0.99457  0.254
H 2.54501 1.96527 0.12573  0.198
H 3.69152 0.62476 -0.09480  0.168
H 2.27161 2.44473 -2.08303  0.301
H 3.69855 1.47204 -2.65946  0.422
H 2.16831 -1.15036 -4.53703  0.324
H 1.82228 0.55627 -4.75796  0.272
H 0.47935 -0.60608 -4.55762  0.305
H 2.99592 -2.28941 -2.28178  0.365
H 3.34925 -1.48038 -0.76078  0.336
H 2.14580 -3.72275 -0.40433  0.350
H -1.16177 0.74503 -3.26659  0.287
H -3.31880 1.16372 -2.25439  0.370
H -1.82805 0.58659 1.52598  0.324
H 0.38532 0.09475 0.65082  0.342
C -6.51270 -2.76635 -2.54937  0.106
O -7.61260 -3.24232 -2.78941  -0.633
N -6.10268 -2.33843 -1.34734  0.198
C -4.77325 -1.78352 -1.13150  -0.825
C -7.01410 -2.43233 -0.21936  -0.999
H -5.74485 -2.65040 -3.33310  0.281
H -4.25515 -2.39955 -0.39516  0.236
H -4.83949 -0.76283 -0.75603  0.354
H -4.19872 -1.78212 -2.05569  0.290
H -7.29771 -3.47661 -0.06735  0.229
H -7.91982 -1.85985 -0.43172  0.367
H -6.52815 -2.04848 0.68457  0.406
C -5.42566 -3.83137 2.40395  0.211
O -5.54633 -2.62773 2.29328  -0.675
N -5.26657 -4.48383 3.57094  0.113
C -5.12687 -5.92402 3.63626  -0.914
C -5.23345 -3.71048 4.80041  -0.943
H -5.43628 -4.50284 1.52797  0.248
H -5.93258 -6.34727 4.24059  0.337
H -4.16796 -6.18259 4.09039  0.333
H -5.17138 -6.35379 2.63784  0.307
H -6.16606 -3.15614 4.91245  0.288
H -4.41241 -2.99390 4.76268  0.294
H -5.09935 -4.37460 5.65091  0.373
C 7.24398 5.56435 -0.26852  0.103
O 6.14035 5.14786 -0.53921  -0.524
N 7.64873 5.91471 0.97371  0.113
C 8.98263 6.40600 1.24249  -0.927
C 6.70258 5.78845 2.06932  -0.886
H 8.03066 5.69246 -1.03382  0.253
H 9.48519 5.74685 1.95463  0.334
H 8.93012 7.41196 1.66652  0.328
H 9.56471 6.44090 0.32363  0.290
H 6.37691 4.75140 2.15746  0.248
H 5.82503 6.40538 1.87200  0.289
H 7.16963 6.10509 2.99925  0.373

maximum force: 0.0325 Eh/bohr
frontier orbital gap: 6.526 eV
highest occupied orbital energy: -4.403 eV
LUMO level: 0.0780 Ha
total charge: -1